ORCA calculation (the ωB97M-V functional and the def2-TZVPD basis) on a structure of composition C45H43AsCrN4O4PS3 at a distorted geometry.

Atoms and positions in Å:
Cr1 -2.699 0.990 1.786
O1 -0.728 1.065 2.052
N1 -0.199 1.680 3.089
C1 1.149 1.624 3.175
C2 1.821 2.209 4.213
C3 1.081 2.881 5.192
C4 -0.284 2.937 5.080
C5 -0.972 2.331 4.009
S1 -2.671 2.367 3.841
H1 1.606 1.099 2.346
H2 2.899 2.151 4.246
H3 1.576 3.349 6.032
H4 -0.891 3.440 5.819
O2 -2.784 -0.574 0.469
N2 -3.956 -0.982 0.024
C6 -3.939 -1.763 -1.079
C7 -5.094 -2.270 -1.610
C8 -6.307 -1.957 -0.993
C9 -6.305 -1.145 0.115
C10 -5.115 -0.623 0.649
S2 -5.064 0.417 2.010
H5 -2.951 -1.931 -1.482
H6 -5.040 -2.884 -2.496
H7 -7.240 -2.338 -1.387
H8 -7.223 -0.864 0.610
C11 2.198 0.976 -1.680
C12 3.085 -0.258 -1.585
As1 4.737 -0.097 -2.712
C13 5.024 -2.062 -2.842
C14 4.672 -2.970 -1.845
C15 4.950 -4.327 -1.975
C16 5.590 -4.803 -3.110
C17 5.948 -3.908 -4.113
C18 5.671 -2.557 -3.975
C19 4.029 0.213 -4.437
C20 4.466 1.319 -5.207
C21 3.951 1.591 -6.449
C22 2.933 0.752 -7.006
C23 2.479 -0.329 -6.248
C24 2.990 -0.617 -4.997
P1 0.729 0.829 -0.527
C25 -0.431 2.076 -1.174
C26 0.061 3.355 -1.348
C27 -0.653 4.364 -1.997
C28 -1.832 3.977 -2.659
C29 -2.370 2.733 -2.488
C30 -1.878 1.829 -1.412
C31 0.067 -0.737 -1.254
C32 -0.021 -1.871 -0.453
C33 -0.391 -3.099 -0.987
C34 -0.680 -3.205 -2.341
C35 -0.612 -2.075 -3.149
C36 -0.246 -0.851 -2.609
H9 1.873 1.176 -2.704
H10 2.768 1.849 -1.345
H11 2.544 -1.157 -1.890
H12 3.395 -0.401 -0.544
H13 4.161 -2.621 -0.955
H14 4.656 -5.016 -1.191
H15 5.797 -5.861 -3.220
H16 6.436 -4.270 -5.011
H17 5.925 -1.861 -4.769
H18 5.233 1.970 -4.794
H19 4.311 2.451 -7.004
H20 2.503 0.969 -7.976
H21 1.691 -0.962 -6.650
H22 2.611 -1.466 -4.438
H23 1.081 3.569 -1.034
H24 -0.223 5.347 -2.141
H25 -2.293 4.657 -3.371
H26 -3.264 2.438 -3.023
H27 -2.097 0.780 -1.608
H28 0.212 -1.772 0.601
H29 -0.448 -3.976 -0.351
H30 -0.949 -4.164 -2.769
H31 -0.831 -2.152 -4.208
H32 -0.182 0.026 -3.245
N3 -0.188 -2.473 3.003
C37 -0.926 -1.697 3.894
S3 -2.506 -1.346 3.595
N4 -0.116 -1.213 4.885
C38 -0.390 -0.557 6.093
C39 0.696 -0.369 6.952
C40 0.537 0.282 8.160
C41 -0.712 0.759 8.537
C42 -1.788 0.574 7.680
C43 -1.643 -0.077 6.464
H33 -0.767 -2.815 2.249
H34 0.377 -3.199 3.425
H35 0.866 -1.381 4.721
H36 1.676 -0.726 6.654
H37 1.394 0.420 8.808
H38 -0.841 1.275 9.479
H39 -2.763 0.963 7.944
H40 -2.477 -0.173 5.788
C44 -5.056 3.149 -0.064
O3 -4.170 2.157 -0.543
C45 -2.848 2.241 -0.143
O4 -2.538 2.996 0.773
H41 -6.026 2.679 0.094
H42 -5.136 3.942 -0.815
H43 -4.703 3.579 0.874

The calculation puts the gap between HOMO and LUMO (spin up / spin down) at 1.881 / 4.027 eV. The energy above the lowest of the compared OMol25 structures with the same formula, charge and spin is 248.63 kJ/mol. As for the total charge: -2. The LUMO energy (spin up / spin down) comes out at 3.541 / 3.537 eV. As for the multiplicity: 6. The HOMO energy (spin up / spin down) is 1.7 / -0.5 eV.

***

ORCA calculation (the ωB97M-V functional and the def2-TZVPD basis) on an isolated molecule of CClFN2O3 at a distorted geometry.

Atoms and positions in Å:
O1 -2.205 -0.795 -0.188
N1 -1.194 -0.344 -0.633
C1 -0.024 -0.357 0.203
F1 -0.296 -0.455 1.509
Cl1 0.933 -1.838 -0.467
N2 0.791 0.967 -0.095
O2 1.090 1.542 0.905
O3 0.906 1.280 -1.233

The calculation puts the gap between HOMO and LUMO (spin up / spin down) at 8.742 / 8.743 eV. The energy above the lowest of the compared OMol25 structures with the same formula, charge and spin is 5.88 kJ/mol. The SMILES is O=N[C@@](F)(Cl)[N+](=O)[O-]. The LUMO energy (spin up / spin down) comes out at -1.978 / -1.979 eV. As for the multiplicity: 1. The HOMO energy (spin up / spin down) is -10.7 / -10.7 eV.

***

ORCA calculation (the ωB97M-V functional and the def2-TZVPD basis) on a structure of composition C19H48O9Sr at a distorted geometry.

Atoms and positions in Å:
Sr1 -0.550 -0.635 0.133
C1 -2.048 -2.821 1.617
O1 -1.827 -1.740 2.185
O2 -1.500 -2.909 0.516
O3 -2.855 -3.622 1.985
C2 3.621 -2.476 -1.021
C3 2.159 -2.402 -1.507
C4 1.719 -3.649 -2.289
O4 1.339 -2.294 -0.361
H1 4.092 -1.501 -0.896
H2 4.192 -3.044 -1.755
H3 3.773 -3.053 -0.109
H4 2.007 -1.493 -2.089
H5 0.677 -3.563 -2.599
H6 1.781 -4.525 -1.643
H7 2.318 -3.769 -3.192
H8 1.183 -3.199 -0.081
C5 2.993 1.287 -1.528
C6 2.354 1.161 -0.143
C7 2.784 2.248 0.761
O5 0.968 1.267 -0.270
H9 2.737 2.275 -1.908
H10 2.701 0.498 -2.221
H11 4.081 1.319 -1.459
H12 2.624 0.169 0.220
H13 2.547 3.197 0.280
H14 3.847 2.157 0.985
H15 2.318 2.217 1.745
H16 0.685 2.119 -0.610
C8 0.537 0.491 -3.917
C9 -0.729 -0.264 -3.626
C10 -1.224 -1.298 -4.656
O6 -0.587 -1.064 -2.450
H17 0.446 1.146 -4.783
H18 1.354 -0.227 -3.992
H19 0.848 1.180 -3.133
H20 -1.553 0.449 -3.606
H21 -1.199 -0.944 -5.686
H22 -2.246 -1.590 -4.411
H23 -0.603 -2.193 -4.695
H24 -1.092 -1.871 -2.575
C11 2.979 -0.348 3.422
C12 1.651 -1.163 3.455
C13 1.112 -1.093 4.900
O7 0.717 -0.628 2.562
H25 2.859 0.697 3.709
H26 3.387 -0.354 2.411
H27 3.661 -0.769 4.160
H28 1.821 -2.183 3.113
H29 0.107 -1.462 5.104
H30 1.133 -0.031 5.145
H31 1.774 -1.592 5.608
H32 -0.111 -1.020 2.850
C14 -2.182 3.897 1.836
C15 -0.985 2.859 1.864
C16 -0.383 2.693 3.280
O8 -1.392 1.619 1.324
H33 -2.567 4.102 0.837
H34 -1.873 4.895 2.147
H35 -2.978 3.595 2.517
H36 -0.240 3.222 1.156
H37 0.191 3.577 3.557
H38 0.301 1.845 3.305
H39 -1.161 2.571 4.034
H40 -1.902 1.184 2.011
C17 -4.520 0.204 -2.209
C18 -3.688 0.740 -1.004
C19 -4.490 1.291 0.124
O9 -2.988 -0.340 -0.539
H41 -3.919 -0.152 -3.045
H42 -5.199 0.958 -2.609
H43 -5.118 -0.661 -1.923
H44 -3.050 1.507 -1.442
H45 -3.886 1.956 0.741
H46 -4.855 0.440 0.698
H47 -5.332 1.910 -0.188
H48 -3.547 -1.005 -0.129

The calculation puts the gap between HOMO and LUMO at 5.134 eV. The energy above the lowest of the compared OMol25 structures with the same formula, charge and spin is 219.89 kJ/mol. The LUMO energy comes out at -0.216 eV. As for the multiplicity: 1. The HOMO energy is -5.4 eV.

***

ORCA calculation (the ωB97M-V functional and the def2-TZVPD basis) on a structure of composition C3H6MgO4SV at a distorted geometry.

Atoms and positions in Å:
Mg1 0.625 -1.713 0.344
S1 -2.180 -2.021 1.166
O1 -2.233 -0.734 2.208
O2 -0.736 -2.734 1.320
O3 0.241 -1.181 -1.456
C1 0.234 0.130 -1.882
C2 0.604 1.238 -0.899
O4 0.038 1.073 0.403
C3 0.875 0.207 1.313
V1 -1.726 0.512 0.812
H1 -0.802 0.354 -2.227
H2 0.936 0.259 -2.733
H3 0.211 2.198 -1.268
H4 1.695 1.320 -0.786
H5 0.381 0.353 2.292
H6 1.837 0.738 1.394

The calculation puts the gap between HOMO and LUMO (spin up / spin down) at 7.137 / 7.000 eV. The energy above the lowest of the compared OMol25 structures with the same formula, charge and spin is 0.00 kJ/mol. The LUMO energy (spin up / spin down) comes out at -0.614 / -0.746 eV. As for the multiplicity: 4. The HOMO energy (spin up / spin down) is -7.8 / -7.7 eV.

***

> What is the multiplicity in the second record?

1

***

> Which value of multiplicity does entry 3 give?

1

***

> multiplicity of number 4 (C3H6MgO4SV)?

4